[1]
{"formula": "C9H11IN3O", "method": "wB97M-V/def2-TZVPD", "energy_ev": -24118.702, "homo_ev": [-11.491, -11.493], "charge": 1, "relative_energy_ev": 5.1160, "gap_ha": [0.24335, 0.24353], "species": ["I", "O", "N", "N", "N", "C", "C", "C", "C", "C", "C", "C", "C", "C", "H", "H", "H", "H", "H", "H", "H", "H", "H", "H", "H"], "xyz": [[2.707, -0.697, 0.045], [-1.640, 0.543, 1.930], [0.180, 0.861, 0.571], [-0.910, -1.693, -0.789], [1.603, 1.931, -0.853], [-1.014, -3.000, -1.001], [0.303, 2.304, 0.975], [-0.738, -0.738, -1.714], [-0.906, 0.076, 1.097], [-1.014, -1.354, 0.587], [0.950, 0.627, -0.523], [-1.325, -3.575, 0.222], [1.646, 2.757, 0.333], [-1.329, -2.520, 1.228], [1.728, 3.885, 0.124], [-0.557, 2.973, 0.549], [-0.236, -0.915, -2.599], [-1.485, -2.712, 2.199], [0.891, 2.485, -1.374], [-1.261, 0.130, -1.339], [-1.216, -3.320, -2.020], [0.183, 2.310, 2.087], [2.494, 1.711, -1.329], [2.396, 2.469, 1.104], [-1.450, -4.538, 0.489]]}



[2]
{"formula": "C9H11N4", "method": "wB97M-V/def2-TZVPD", "energy_ev": -15459.604, "homo_ev": [-12.553, -12.552], "charge": 1, "relative_energy_ev": 5.9040, "gap_ha": [0.28256, 0.28259], "species": ["N", "N", "N", "N", "C", "C", "C", "C", "C", "C", "C", "C", "C", "H", "H", "H", "H", "H", "H", "H", "H", "H", "H", "H"], "xyz": [[-0.548, -0.921, -0.686], [0.871, 1.103, -0.798], [1.687, 1.117, 0.388], [-4.356, 0.276, 0.209], [-2.088, 0.981, -0.284], [-1.684, -0.475, -0.372], [-3.546, 1.199, -0.053], [-2.716, -1.428, -0.024], [-3.969, -1.039, 0.272], [2.053, -0.292, 0.766], [0.641, -0.267, -1.141], [1.843, -1.036, -0.545], [-1.235, 1.944, -0.327], [0.619, -0.343, -2.237], [1.359, -0.644, 1.530], [-4.756, -1.727, 0.542], [2.712, -0.948, -1.197], [1.243, 1.626, 1.166], [2.534, 1.650, 0.132], [-2.427, -2.465, -0.038], [1.595, -2.083, -0.398], [3.074, -0.331, 1.140], [-0.975, 2.973, -0.313], [-3.910, 2.213, -0.119]]}



[3]
{"formula": "C9H11N4S2", "method": "wB97M-V/def2-TZVPD", "energy_ev": -37142.165, "homo_ev": -2.530, "charge": -1, "relative_energy_ev": 0.0000, "smiles": "Nc1c([S-])c(N)c2c(c1[S-])C=C([NH3+])[C@H]2N", "gap_ha": 0.15881, "species": ["S", "S", "N", "N", "N", "N", "C", "C", "C", "C", "C", "C", "C", "C", "C", "H", "H", "H", "H", "H", "H", "H", "H", "H", "H", "H"], "xyz": [[-2.011, 3.117, 0.143], [-3.471, -2.118, -0.063], [-3.927, 0.829, -0.099], [3.367, 1.288, -0.389], [2.171, -1.419, 0.906], [-0.581, -2.691, -0.054], [-2.591, 0.457, -0.020], [-0.254, 1.040, -0.011], [0.922, 1.778, 0.010], [-1.605, 1.460, 0.029], [-0.880, -1.313, -0.067], [1.585, -0.501, -0.089], [2.013, 0.918, 0.163], [0.080, -0.350, -0.070], [-2.253, -0.902, -0.037], [1.937, -0.877, -1.076], [0.035, -2.962, -0.813], [4.044, 0.656, 0.044], [1.705, -2.318, 0.802], [-4.085, 1.761, 0.264], [-1.478, -3.183, -0.126], [3.419, 1.182, -1.419], [1.889, -1.077, 1.822], [-4.554, 0.113, 0.245], [3.553, 2.260, -0.137], [0.968, 2.854, 0.044]]}



[4]
{"formula": "C9H11NO", "method": "wB97M-V/def2-TZVPD", "energy_ev": -13049.074, "homo_ev": -8.240, "relative_energy_ev": 0.0000, "smiles": "Oc1ccc2c(c1)CNCC2", "gap_ha": 0.33311, "species": ["O", "N", "C", "C", "C", "C", "C", "C", "C", "C", "C", "H", "H", "H", "H", "H", "H", "H", "H", "H", "H", "H"], "xyz": [[1.029, -3.720, 0.648], [0.478, 2.067, -1.199], [-0.503, 2.457, -0.193], [-1.470, -1.116, 0.708], [1.197, -1.390, -0.020], [1.344, 1.014, -0.728], [-0.851, -2.339, 0.858], [0.562, -0.165, -0.168], [-1.504, 1.314, -0.058], [0.480, -2.476, 0.478], [-0.792, -0.018, 0.174], [-1.001, 3.371, -0.523], [-2.045, 1.250, -0.999], [-2.242, 1.508, 0.744], [1.036, 2.881, -1.451], [-0.051, 2.690, 0.787], [1.981, 0.648, -1.549], [-1.355, -3.198, 1.323], [-2.517, -0.982, 0.960], [2.217, -1.512, -0.361], [2.008, 1.380, 0.086], [1.997, -3.666, 0.481]]}